# 1
Density functional theory data (the ωB97M-V functional and the def2-TZVPD basis) for the molecule C5H10O2.

```
17
Properties=species:S:1:pos:R:3:forces:R:3
C -1.837 1.186 0.622 -0.04 0.00 0.01
C -0.354 1.038 0.342 -0.11 0.17 0.14
C 0.432 0.210 1.392 -0.04 0.21 0.19
O 0.851 -0.944 0.688 0.08 -0.02 -0.01
C 0.940 -0.529 -0.655 0.21 -0.07 -0.23
C 0.925 -1.710 -1.590 0.01 0.00 0.00
O -0.178 0.297 -0.860 -0.03 0.00 -0.07
H -2.329 1.711 -0.202 0.07 -0.07 0.12
H -2.000 1.758 1.543 0.04 -0.07 -0.14
H -2.302 0.202 0.732 0.09 0.10 0.00
H 0.102 2.032 0.227 -0.02 -0.14 0.01
H -0.187 -0.102 2.238 0.05 0.01 -0.13
H 1.295 0.776 1.780 -0.14 -0.15 -0.12
H 1.864 0.069 -0.796 -0.14 -0.08 0.10
H -0.004 -2.273 -1.473 0.12 0.09 0.03
H 1.007 -1.363 -2.624 -0.01 -0.05 0.15
H 1.777 -2.357 -1.365 -0.12 0.06 -0.05
```
Forces are in eV/Å.

Output
SMILES = C[C@@H]1OC[C@H](C)O1
energy relative to the best compared isomer or geometry (same formula, charge and spin) = 118.3 kJ/mol

Results of the natural (NBO) charge analysis, in e, for atoms 1 through 2:
1. C -0.6193
2. C 0.0652

# 2
Density functional theory data (the ωB97M-V functional and the def2-TZVPD basis) for a cluster of 2 separate species, C15H17BCl2FNO4 in total.

```
41
Properties=species:S:1:pos:R:3:forces:R:3
C 5.014 1.044 3.906 1.30 -0.02 1.11
C 4.383 0.661 2.676 -3.18 -1.14 -0.75
C 4.559 1.168 1.359 -1.22 -0.88 -1.00
C 3.467 0.751 0.612 1.28 -0.36 2.41
C 2.548 0.101 1.584 -2.08 -2.33 -1.76
B 1.262 -1.014 1.150 1.83 0.54 -0.04
O 0.725 -1.514 2.406 -0.03 0.03 -0.40
C -0.323 -2.404 2.074 -0.36 -0.07 -0.57
C -0.561 -2.402 0.527 0.59 0.50 0.16
C -1.715 -3.287 0.131 0.06 -0.07 0.00
C 0.789 -2.850 -0.114 -0.30 -0.29 -0.15
O 1.861 -2.015 0.301 -0.70 -0.46 -0.13
C -0.798 -0.936 0.051 -0.02 -0.70 0.15
O 0.306 -0.157 0.415 0.45 -0.36 0.21
O 3.309 -0.164 2.760 2.57 2.54 0.10
H 5.832 1.738 3.718 0.04 -0.08 0.03
H 4.300 1.530 4.593 -0.05 -0.31 -0.42
H 5.407 0.157 4.418 -0.08 0.15 0.04
H 5.373 1.764 1.023 0.55 0.25 -0.03
H 3.238 0.785 -0.431 -0.12 0.55 -0.37
H -0.063 -3.431 2.389 -0.10 0.20 -0.05
H -1.255 -2.111 2.589 0.16 -0.02 -0.05
H -1.851 -3.253 -0.956 -0.07 -0.12 0.15
H -1.520 -4.320 0.439 -0.16 0.04 -0.09
H -2.633 -2.934 0.614 0.06 -0.15 -0.11
H 1.010 -3.888 0.184 -0.13 0.09 -0.11
H 0.692 -2.813 -1.213 0.00 -0.08 0.15
H -0.911 -0.918 -1.048 -0.14 -0.11 0.18
H -1.724 -0.534 0.503 0.10 -0.08 -0.07
Cl -0.582 2.931 0.880 -0.14 0.39 -0.14
C -1.021 2.225 2.373 -0.60 0.34 2.26
N -0.099 2.156 3.325 1.44 -1.28 -1.45
F 1.633 1.008 1.951 0.04 2.49 1.18
C -0.218 1.252 4.278 -1.93 1.43 -0.21
Cl 1.194 0.764 5.117 0.20 0.08 0.43
C -1.495 0.841 4.681 0.38 -0.27 0.01
C -2.583 1.218 3.887 0.54 0.11 0.01
C -2.341 1.882 2.684 0.10 0.10 -0.55
H -1.563 0.308 5.621 -0.34 -0.20 -0.24
H -3.597 0.983 4.196 0.17 0.03 -0.07
H -3.109 2.236 2.002 -0.11 -0.49 0.16
```
Forces are in eV/Å.

Output
energy relative to the best compared isomer or geometry (same formula, charge and spin) = 0.0 kJ/mol

Results of the natural (NBO) charge analysis, in e, for atoms 1 through 2:
1. C -0.7214
2. C 0.5933

# 3
Density functional theory data (the ωB97M-V functional and the def2-TZVPD basis) for the ion C7H12N3O2 with charge +1.

```
24
Properties=species:S:1:pos:R:3:forces:R:3
C 0.128 -0.885 2.149 -0.87 0.87 -3.62
C 0.948 -0.519 0.177 -3.26 2.54 0.44
C -0.752 0.040 0.227 4.18 -0.91 -1.34
C 3.050 -1.234 -0.784 0.75 2.42 -3.29
C -2.429 1.875 0.052 1.49 0.35 0.25
C 1.860 -0.267 -0.920 0.68 0.39 0.03
C -1.015 1.488 -0.185 -0.91 -2.27 -2.30
N 1.179 -1.056 1.317 0.47 -0.24 -0.08
N -0.952 -0.312 1.573 0.90 -0.70 1.59
N -1.364 -0.967 -0.820 0.33 2.30 1.53
O -1.095 -0.722 -1.950 0.40 0.00 -1.40
O -2.070 -1.791 -0.377 -1.39 -2.17 0.71
H 0.368 -1.268 3.080 -0.95 -0.16 2.44
H 3.754 -0.948 -1.662 -1.07 -1.09 1.45
H 2.765 -2.242 -0.744 -0.31 -1.36 -0.33
H 3.542 -0.982 0.091 1.17 0.31 1.78
H -3.048 1.354 -0.541 -2.26 -2.24 -2.39
H -2.692 2.863 -0.169 0.15 1.71 0.22
H -2.657 1.565 0.997 -1.21 0.06 2.90
H 1.236 -0.454 -1.811 0.58 0.61 -0.14
H 2.291 0.850 -0.855 -1.44 -2.22 -0.26
H -0.393 2.078 0.400 1.69 1.36 0.24
H -0.943 1.397 -1.302 1.15 0.95 1.01
H -1.711 0.138 2.058 -0.28 -0.52 0.55
```
Forces are in eV/Å.

Output
total charge = +1
SMILES = CCC1=NC=[NH+][C@]1(CC)[N+](=O)[O-]
energy relative to the best compared isomer or geometry (same formula, charge and spin) = 512.3 kJ/mol

Results of the natural (NBO) charge analysis, in e, for atoms 1 through 2:
1. C 0.4460
2. C 0.5450

# 4
Density functional theory data (the ωB97M-V functional and the def2-TZVPD basis) for a cluster of 3 separate species, C21H53BNO8P3S in total.

```
88
Properties=species:S:1:pos:R:3:forces:R:3
C 6.572 3.800 1.163 0.18 0.71 0.95
C 6.639 2.233 1.639 0.64 0.19 -0.11
C 5.918 1.164 0.628 0.40 -1.45 0.21
C 6.621 1.100 -0.886 -0.65 -0.96 0.91
B 4.272 1.302 0.536 1.26 2.47 -1.29
C 3.613 2.521 -0.380 -0.92 -0.36 -0.22
C 2.054 2.195 -0.867 0.24 1.79 -1.01
C 0.949 3.059 0.013 -0.64 0.26 0.40
C 0.011 2.122 0.981 0.51 -0.07 -0.48
C -1.557 2.602 1.095 0.85 -1.10 1.28
N -1.691 3.356 2.432 0.88 0.15 -0.95
P 3.098 0.040 1.446 -0.19 -0.93 0.57
S 4.034 -1.156 2.663 0.39 -0.34 0.41
H 6.944 4.446 2.095 -0.74 -1.30 -2.10
H 7.267 4.077 0.259 -1.30 -0.84 1.72
H 5.502 4.200 0.907 1.95 -0.99 0.51
H 6.224 2.108 2.743 0.68 0.32 -2.39
H 7.798 1.958 1.707 -2.52 0.46 -0.20
H 6.120 0.082 1.091 -0.30 2.28 -0.82
H 7.748 0.842 -0.700 -2.03 0.81 -0.60
H 6.430 2.061 -1.524 0.60 -1.91 1.23
H 6.146 0.137 -1.405 1.03 2.23 0.82
H 4.288 2.676 -1.325 -1.20 -0.15 1.78
H 3.548 3.551 0.191 0.38 -2.05 -1.05
H 1.988 2.629 -1.977 0.03 -1.15 2.34
H 1.819 1.051 -0.939 0.32 2.21 0.31
H 1.459 3.869 0.726 -0.79 -1.76 -1.74
H 0.226 3.687 -0.695 1.62 -1.50 1.31
H 0.470 2.208 2.077 -1.07 -0.56 -2.33
H 0.115 1.007 0.574 -0.38 2.26 1.01
H -1.900 3.281 0.204 0.62 -1.44 1.76
H -2.208 1.609 1.209 1.17 2.35 -0.52
H -1.043 4.191 2.378 -0.99 -1.29 0.18
H -1.321 2.754 3.210 -0.46 0.75 -1.21
H 2.503 -0.787 0.387 -0.13 1.15 0.65
H 2.074 0.725 2.241 0.45 -0.30 -1.38
O -2.434 2.615 -3.121 -4.29 -1.29 -0.89
P -2.562 1.343 -3.995 9.96 0.16 -0.11
O -1.515 0.443 -3.081 -0.66 0.01 0.25
C -1.977 -0.044 -1.834 0.03 -0.32 0.29
C -2.900 -1.232 -2.022 -0.12 -0.20 0.03
O -1.466 1.822 -5.150 -1.52 0.01 -0.38
C -1.248 3.196 -5.424 0.41 0.42 0.07
C -0.018 3.685 -4.679 0.17 0.02 0.17
O -2.704 -0.077 -4.972 -3.20 1.39 1.34
C -3.998 -0.277 -5.522 -0.41 -0.25 -0.69
C -4.373 0.830 -6.490 -0.01 0.01 -0.16
H -2.478 0.752 -1.274 0.08 0.01 0.02
H -1.099 -0.353 -1.259 0.00 0.11 -0.14
H -3.839 -0.922 -2.492 -0.06 -0.03 0.05
H -3.139 -1.695 -1.061 -0.01 0.06 -0.05
H -2.445 -1.983 -2.676 0.00 0.14 0.14
H -2.133 3.794 -5.189 0.17 -0.06 0.12
H -1.078 3.292 -6.501 -0.03 -0.17 0.03
H -0.107 3.522 -3.600 -0.18 0.07 -0.12
H 0.146 4.751 -4.858 0.01 -0.07 -0.01
H 0.870 3.133 -5.004 -0.13 0.08 -0.08
H -4.728 -0.344 -4.711 -0.15 -0.17 -0.10
H -3.988 -1.236 -6.046 0.12 0.04 0.14
H -4.471 1.790 -5.971 -0.07 0.05 0.02
H -5.328 0.609 -6.977 0.08 0.07 0.07
H -3.602 0.957 -7.257 -0.10 -0.09 0.11
O -2.800 -2.883 2.111 2.20 -3.27 -2.35
P -2.101 -3.937 3.003 -3.34 5.46 7.69
O -3.434 -4.225 3.944 -0.03 -0.43 -0.65
C -4.480 -5.000 3.387 -0.34 -0.21 0.13
C -4.120 -6.472 3.373 0.05 -0.23 0.01
O -1.368 -2.842 4.016 0.87 -0.76 -1.08
C -1.024 -1.544 3.561 -0.12 0.58 0.12
C -2.096 -0.549 3.973 -0.23 0.03 0.06
O -1.320 -5.116 4.001 0.03 -0.66 -3.70
C -0.371 -5.919 3.315 0.81 -0.36 0.05
C 0.795 -5.095 2.801 0.14 0.00 0.08
H -4.721 -4.649 2.378 -0.04 0.04 0.05
H -5.366 -4.847 4.012 0.17 0.12 -0.03
H -3.310 -6.665 2.663 -0.03 -0.07 -0.04
H -4.981 -7.080 3.080 0.08 0.05 -0.02
H -3.771 -6.800 4.358 -0.12 0.10 -0.13
H -0.850 -1.534 2.481 -0.17 0.02 0.08
H -0.077 -1.270 4.037 -0.02 -0.18 0.04
H -3.081 -0.836 3.593 0.20 0.01 -0.12
H -1.858 0.452 3.604 -0.01 -0.03 0.02
H -2.182 -0.511 5.064 0.13 0.02 -0.13
H -0.867 -6.441 2.493 0.11 -0.22 0.01
H -0.007 -6.671 4.021 -0.17 0.08 0.02
H 0.468 -4.389 2.031 0.01 0.02 -0.09
H 1.561 -5.742 2.364 -0.08 0.11 0.00
H 1.243 -4.506 3.608 -0.07 -0.13 -0.10
```
Forces are in eV/Å.

Output
SMILES = CC[C@H](C)B(CCCCCN)[PH2]=S.CCOP(=O)(OCC)OCC.CCOP(=O)(OCC)OCC

Results of the Mulliken charge analysis, in e, for atoms 1 through 2:
1. C -0.7371
2. C -0.5911

LUMO? In order: 1.1 -2.1 -6.1 -2.0 eV.
DFT total energy? In order: -346.98037 -1982.56285 -588.23303 -2935.43739 a.u..